Record 1
{"formula": "C36H42F20N16O40S20", "method": "wB97M-V/def2-TZVPD", "symbols": ["C", "N", "C", "C", "C", "C", "C", "C", "C", "C", "N", "C", "C", "C", "H", "H", "H", "H", "H", "H", "H", "H", "H", "H", "H", "H", "H", "H", "C", "N", "C", "C", "C", "C", "C", "C", "C", "C", "N", "C", "C", "C", "H", "H", "H", "H", "H", "H", "H", "H", "H", "H", "H", "H", "H", "H", "C", "N", "C", "C", "C", "C", "C", "C", "C", "C", "N", "C", "C", "C", "H", "H", "H", "H", "H", "H", "H", "H", "H", "H", "H", "H", "H", "H", "N", "S", "O", "O", "F", "S", "O", "O", "F", "N", "S", "O", "O", "F", "S", "O", "O", "F", "N", "S", "O", "O", "F", "S", "O", "O", "F", "N", "S", "O", "O", "F", "S", "O", "O", "F", "N", "S", "O", "O", "F", "S", "O", "O", "F", "N", "S", "O", "O", "F", "S", "O", "O", "F", "N", "S", "O", "O", "F", "S", "O", "O", "F", "N", "S", "O", "O", "F", "S", "O", "O", "F", "N", "S", "O", "O", "F", "S", "O", "O", "F", "N", "S", "O", "O", "F", "S", "O", "O", "F"], "positions_angstrom": [[-8.6774, -0.4814, -7.8191], [-8.2790, 0.3571, -6.6423], [-8.5309, -0.1576, -5.4618], [-8.4163, 0.7488, -4.3404], [-7.8550, 2.0368, -4.4740], [-7.4076, 2.3617, -5.7331], [-7.6404, 1.5528, -6.8170], [-7.7307, 2.8199, -3.1872], [-6.4953, 3.4301, -2.7391], [-6.4486, 4.0248, -1.4818], [-7.5698, 4.0060, -0.6503], [-8.7055, 3.4769, -1.0866], [-8.8611, 2.9011, -2.3662], [-7.4296, 4.2509, 0.8273], [-7.7605, -0.5194, -8.4072], [-9.3390, 0.1092, -8.4528], [-9.0924, -1.4729, -7.6380], [-8.8972, -1.1718, -5.4015], [-8.7123, 0.3798, -3.3695], [-6.7946, 3.2396, -5.8739], [-7.2763, 1.8282, -7.7957], [-5.5854, 3.3906, -3.3197], [-5.6147, 4.4432, -0.9378], [-9.5108, 3.4852, -0.3669], [-9.7462, 2.3335, -2.6128], [-7.2581, 5.3097, 1.0215], [-6.5362, 3.6849, 1.0911], [-8.2801, 3.8421, 1.3728], [7.2602, -1.0436, -0.3632], [6.0350, -0.2522, -0.5580], [4.9692, -0.7393, -1.1919], [3.8079, 0.0279, -1.3026], [3.6910, 1.2928, -0.6983], [4.8893, 1.7868, -0.0879], [6.0629, 0.9677, -0.0448], [2.5378, 2.0717, -1.0347], [2.0631, 3.0117, -0.1362], [0.9354, 3.8681, -0.4758], [0.3732, 3.7458, -1.7039], [0.8110, 2.8292, -2.6090], [1.9230, 1.9756, -2.3178], [-0.5978, 4.7423, -2.1234], [8.0918, -0.6812, -0.9675], [7.0696, -2.0790, -0.6458], [7.4497, -0.8956, 0.6999], [5.0856, -1.6942, -1.6830], [2.9182, -0.3418, -1.7906], [4.9026, 2.7939, 0.3020], [6.9496, 1.3558, 0.4342], [2.5646, 3.0614, 0.8190], [0.5138, 4.6447, 0.1450], [0.3044, 2.6738, -3.5500], [2.2165, 1.3404, -3.1404], [-0.3026, 5.7127, -1.7244], [-1.5253, 4.3496, -1.7067], [-0.7242, 4.8283, -3.2027], [-3.9065, 2.0230, -0.6139], [-2.7205, 1.2703, -0.1498], [-1.8655, 0.8074, -1.0438], [-0.6895, 0.1996, -0.5993], [-0.4240, 0.0765, 0.7586], [-1.4024, 0.5197, 1.6665], [-2.5498, 1.2391, 1.1874], [0.8546, -0.5931, 1.2415], [1.4015, -1.5950, 0.4993], [2.4689, -2.2782, 1.0057], [3.1499, -1.8958, 2.0873], [2.6886, -0.7656, 2.8227], [1.4895, -0.1929, 2.4420], [4.2672, -2.6031, 2.6454], [-4.6007, 1.3392, -1.1023], [-3.6826, 2.7862, -1.3593], [-4.5279, 2.5054, 0.1406], [-2.0651, 0.9568, -2.0946], [-0.0285, -0.3381, -1.2630], [-1.2807, 0.3915, 2.7319], [-3.2763, 1.7163, 1.8284], [1.0133, -1.9495, -0.4441], [2.9036, -3.1580, 0.5546], [3.2788, -0.4450, 3.6685], [1.1397, 0.5744, 3.1167], [4.8062, -2.9860, 1.7788], [3.8288, -3.4146, 3.2262], [4.8544, -1.9941, 3.3328], [-3.5022, 1.7834, -3.8476], [-3.2490, 2.7696, -5.1855], [-4.3143, 2.9092, -6.1867], [-1.8533, 2.9475, -5.5673], [-3.5151, 4.1191, -4.3589], [-3.8234, 0.5865, -4.7617], [-2.7545, -0.0360, -5.5929], [-5.1955, 0.4033, -5.1710], [-3.7812, -0.4924, -3.6006], [1.1245, -1.4516, -2.9592], [1.4361, -3.1201, -3.0167], [2.0159, -3.5634, -4.2802], [0.6048, -3.9925, -2.2211], [2.7134, -2.8890, -2.0748], [0.0629, -1.4407, -3.9189], [-1.2213, -2.0612, -3.5605], [0.4106, -1.4948, -5.3528], [-0.2139, 0.1546, -3.8514], [-1.5005, 1.3797, 7.8812], [-2.9848, 1.6088, 7.6190], [-3.6460, 0.3524, 7.2444], [-3.4518, 2.8757, 7.0806], [-3.4124, 1.6929, 9.1870], [-0.9750, 1.7454, 6.2514], [-0.4045, 3.0889, 6.0941], [-1.5850, 1.1280, 5.1113], [0.3316, 0.8680, 6.5503], [5.6845, 0.6968, 3.3876], [5.5582, 2.1116, 3.6928], [6.1460, 3.0276, 2.7528], [5.5942, 2.5033, 5.0807], [4.0323, 2.1825, 3.3700], [7.2651, 0.4940, 3.8121], [7.5271, 0.3733, 5.2350], [8.3032, 1.1238, 2.9348], [7.4150, -1.0634, 3.2516], [-5.4018, -0.2893, 0.8740], [-6.5982, -0.4681, -0.0124], [-7.2124, 0.6566, -0.6798], [-7.4210, -1.6356, 0.3509], [-5.7291, -1.0498, -1.3247], [-6.4032, 0.2520, 2.1049], [-6.9989, -0.6384, 3.1332], [-7.1833, 1.4811, 1.8699], [-5.1531, 0.8224, 3.0537], [-1.7937, 4.4609, 0.8949], [-1.7056, 4.3920, 2.3696], [-2.8451, 3.7288, 3.0034], [-1.0280, 5.4181, 3.1412], [-0.4931, 3.3035, 2.3065], [-3.0646, 5.5001, 0.9412], [-2.8580, 6.8406, 1.4974], [-4.3953, 4.8220, 0.9678], [-2.9870, 5.7800, -0.6481], [5.9466, -3.3986, -2.8850], [7.1380, -3.7535, -4.0327], [6.9069, -4.7548, -5.0682], [8.4721, -3.5013, -3.4773], [6.9266, -2.4831, -5.0805], [5.7209, -4.8615, -2.6122], [6.7285, -5.7805, -2.0861], [4.6384, -5.4622, -3.3388], [4.9596, -4.4053, -1.2387], [9.4264, -5.1132, 1.3668], [10.7791, -5.0769, 2.3534], [10.6180, -5.7612, 3.6788], [11.6837, -3.9526, 2.2562], [11.5778, -6.1620, 1.4362], [8.7975, -3.8741, 1.8234], [9.1980, -2.6107, 1.1405], [8.3261, -3.8209, 3.2085], [7.3516, -4.2198, 1.0872], [2.7669, -2.2708, 5.5533], [3.0820, -3.7880, 6.2101], [2.1094, -4.3324, 7.0660], [4.4903, -4.2617, 6.2633], [2.5246, -4.5720, 4.9004], [3.7029, -1.6292, 6.4264], [5.1058, -1.6470, 5.9852], [3.4084, -1.4781, 7.8882], [3.3741, -0.1144, 6.0572], [1.9831, -7.8612, 1.2992], [0.6203, -7.6632, 2.2594], [-0.5427, -8.0822, 1.5005], [0.4563, -6.5460, 3.1871], [0.9715, -8.8542, 3.2947], [2.2940, -6.4104, 1.2028], [3.1848, -5.8511, 2.1947], [1.3510, -5.5143, 0.4982], [3.4016, -6.5872, 0.0650]], "homo_lumo_gap_ev": 2.922, "total_charge": -4, "multiplicity": 1, "homo_energy_ev": -1.89, "e_above_lowest_kcal_mol": 0.0, "e_tot_ha": -15243.10475}



Record 2
{"formula": "C36H42KN10O3P2Te", "method": "wB97M-V/def2-TZVPD", "symbols": ["K", "C", "N", "C", "C", "N", "C", "P", "C", "N", "C", "C", "N", "C", "C", "N", "C", "C", "N", "C", "H", "H", "H", "H", "H", "H", "H", "H", "H", "H", "H", "H", "H", "H", "H", "N", "C", "C", "N", "C", "C", "N", "C", "C", "N", "H", "H", "H", "H", "H", "H", "C", "C", "O", "P", "O", "Te", "O", "C", "C", "H", "H", "H", "H", "H", "H", "H", "H", "H", "H", "C", "C", "C", "C", "C", "C", "C", "C", "C", "C", "C", "C", "C", "C", "H", "H", "H", "H", "H", "H", "H", "H", "H", "H", "H"], "positions_angstrom": [[0.5874, 0.9443, -0.4001], [-4.8338, -1.8554, 0.3952], [-3.7844, -1.0829, -0.2421], [-3.9781, -0.1518, -1.2233], [-2.7360, 0.2917, -1.5825], [-1.7906, -0.3467, -0.8426], [-2.4289, -1.1675, -0.0381], [-1.7323, -2.3433, 1.1423], [-0.5229, -3.2621, 0.1440], [0.3934, -2.7984, -0.6770], [1.0431, -3.8893, -1.1724], [0.5126, -5.0361, -0.6484], [-0.4889, -4.6345, 0.1906], [-1.3340, -5.5211, 0.9716], [-0.5766, -1.3968, 2.1886], [0.5824, -0.8663, 1.8522], [1.1676, -0.4594, 3.0137], [0.3580, -0.7511, 4.0748], [-0.7529, -1.3435, 3.5464], [-1.9013, -1.8033, 4.3099], [-5.7891, -1.3890, 0.1674], [-4.6993, -1.8666, 1.4751], [-4.8456, -2.8819, 0.0294], [-4.9630, 0.0985, -1.5790], [-2.4744, 1.0229, -2.3308], [1.8377, -3.7954, -1.8961], [0.7422, -6.0778, -0.7975], [-1.1003, -6.5466, 0.6957], [-2.3852, -5.3318, 0.7665], [-1.1571, -5.3949, 2.0387], [2.1268, 0.0350, 3.0219], [0.4530, -0.5696, 5.1317], [-1.8418, -1.3775, 5.3089], [-1.9185, -2.8899, 4.3820], [-2.8232, -1.4618, 3.8454], [5.5316, 0.3720, -0.2285], [5.4919, -0.7175, -1.0731], [4.1720, -0.9403, -1.3197], [3.4001, -0.0143, -0.6665], [4.2406, 0.7668, -0.0412], [3.8350, 1.9019, 0.7843], [2.7120, 2.5520, 0.6267], [2.6834, 3.5090, 1.6128], [3.8163, 3.4392, 2.3681], [4.5514, 2.4004, 1.8304], [6.3405, 0.9438, -0.0647], [6.3836, -1.1981, -1.4353], [3.7277, -1.6945, -1.9477], [1.8508, 4.1911, 1.6985], [4.1637, 4.0161, 3.2075], [5.4067, 2.0195, 2.1922], [-3.3595, 1.1637, 2.8312], [-3.6416, 2.4324, 2.0454], [-2.7669, 2.5251, 0.9246], [-1.4489, 3.4586, 0.9816], [-0.6317, 3.1058, -0.1990], [-2.0303, 5.7483, 1.3520], [-0.7132, 2.8920, 2.3175], [-0.5891, 3.5781, 3.5670], [0.1502, 2.6827, 4.5312], [-4.0602, 1.0640, 3.6666], [-2.3390, 1.1724, 3.2175], [-3.4654, 0.2942, 2.1756], [-3.5543, 3.3280, 2.6662], [-4.6561, 2.4149, 1.6452], [-1.5763, 3.8483, 3.9473], [-0.0585, 4.5185, 3.4124], [-0.4135, 1.7708, 4.7337], [0.3069, 3.2121, 5.4750], [1.1215, 2.3990, 4.1228], [-3.4018, -2.0716, -4.7568], [-2.6090, -2.6865, -3.7962], [-1.3818, -2.1402, -3.4426], [-0.9014, -0.9660, -4.0348], [-1.7077, -0.3670, -5.0083], [-2.9350, -0.9078, -5.3619], [0.3857, -0.3591, -3.6050], [0.9930, 0.6254, -4.2803], [2.2248, 1.1673, -3.7867], [2.2560, 2.2863, -2.9109], [3.4414, 2.8963, -2.5424], [4.6746, 2.4273, -2.9989], [4.6716, 1.3245, -3.8561], [3.4881, 0.7190, -4.2471], [-4.3637, -2.4887, -5.0323], [-2.9498, -3.5985, -3.3154], [-0.7778, -2.6083, -2.6756], [-1.3365, 0.5422, -5.4674], [-3.5405, -0.4138, -6.1145], [0.7911, -0.8264, -2.6905], [1.3321, 2.7037, -2.5202], [3.3918, 3.7468, -1.8715], [5.5993, 2.9239, -2.7257], [5.6090, 0.9299, -4.2378], [3.5190, -0.1146, -4.9409]], "homo_lumo_gap_ev": 4.459, "total_charge": -1, "multiplicity": 1, "homo_energy_ev": -2.75, "e_above_lowest_kcal_mol": 24.3, "e_tot_ha": -3721.12539}